Record 1
{"formula": "C4H5CuO2", "method": "ωB97M-V with the def2-TZVPD basis set", "homo_energy_ev": [-6.20, -9.13], "molar_mass_g_mol": 148.63, "spin_multiplicity": 3, "gap_ev": [6.23, 7.09], "relative_energy_kj_mol": 85.0, "elements": ["O", "C", "H", "H", "H", "C", "C", "C", "O", "Cu", "H", "H"], "xyz": [[-1.682, -2.117, -0.584], [-1.206, -0.854, -0.856], [-0.338, -1.584, 0.768], [-1.890, -0.019, -1.146], [-0.376, -0.934, -1.601], [-0.641, -0.408, 0.512], [0.096, 0.884, 0.476], [1.340, 1.011, 0.865], [2.510, 1.180, 0.908], [3.953, 1.431, -0.599], [-1.440, -0.361, 1.266], [-0.326, 1.771, -0.008]], "mulliken_charge": [-0.34, -0.19, 0.33, 0.26, 0.28, -0.46, -0.65, 0.56, -0.34, -0.13, 0.32, 0.34]}

=====

Record 2
{"formula": "C3H3NO", "method": "ωB97M-V with the def2-TZVPD basis set", "homo_energy_ev": -10.77, "smiles": "N#CCC=O", "molar_mass_g_mol": 69.06, "spin_multiplicity": 1, "gap_ev": 11.10, "relative_energy_kj_mol": 104.6, "elements": ["N", "C", "C", "C", "O", "H", "H", "H"], "xyz": [[-1.508, 0.129, 1.449], [-0.792, -0.353, 0.750], [0.268, -0.978, -0.049], [0.826, 0.092, -1.062], [0.736, 1.259, -0.794], [0.004, -2.068, -0.409], [1.290, -1.167, 0.651], [1.563, -0.305, -1.873]], "mulliken_charge": [-0.32, 0.21, -0.33, 0.04, -0.40, 0.31, 0.21, 0.28]}

=====

Record 3
{"formula": "C29H24N8NaS4", "method": "ωB97M-V with the def2-TZVPD basis set", "homo_energy_ev": [-4.25, -4.26], "molar_mass_g_mol": 635.83, "spin_multiplicity": 1, "gap_ev": [6.43, 6.43], "total_charge": -1, "elements": ["Na", "S", "C", "N", "N", "C", "C", "C", "C", "C", "C", "N", "N", "C", "C", "C", "C", "C", "C", "H", "H", "H", "H", "H", "H", "H", "H", "H", "H", "H", "S", "C", "N", "C", "C", "C", "C", "C", "C", "S", "H", "H", "H", "H", "C", "N", "C", "C", "N", "C", "S", "C", "C", "C", "C", "C", "N", "H", "H", "H", "H", "H", "H", "H", "H", "H"], "xyz": [[7.537, 10.630, 12.748], [6.122, 12.665, 14.392], [7.427, 12.895, 15.518], [7.602, 14.002, 16.252], [6.688, 14.951, 16.079], [6.965, 16.203, 16.664], [6.120, 17.291, 16.361], [6.391, 18.572, 16.807], [7.435, 18.726, 17.772], [8.262, 17.677, 18.082], [8.008, 16.379, 17.589], [8.557, 12.045, 15.818], [8.761, 11.125, 15.014], [9.920, 10.348, 15.369], [10.947, 10.711, 16.247], [11.925, 9.823, 16.539], [11.864, 8.494, 16.113], [10.859, 8.153, 15.252], [9.889, 9.087, 14.820], [6.050, 14.671, 15.315], [5.303, 17.106, 15.702], [5.720, 19.387, 16.617], [7.568, 19.678, 18.231], [9.113, 17.738, 18.766], [8.579, 15.518, 17.859], [10.877, 11.652, 16.690], [12.776, 10.008, 17.270], [12.607, 7.763, 16.496], [10.900, 7.178, 14.705], [9.063, 8.782, 14.195], [8.188, 8.924, 10.626], [7.530, 10.316, 9.848], [7.126, 11.371, 10.453], [6.501, 12.254, 9.590], [6.076, 13.528, 9.981], [5.429, 14.278, 9.024], [5.342, 13.802, 7.641], [5.780, 12.544, 7.310], [6.429, 11.843, 8.265], [7.169, 10.285, 8.108], [6.049, 13.773, 11.056], [4.900, 15.228, 9.207], [4.791, 14.475, 7.034], [5.705, 12.215, 6.265], [13.119, 10.311, 13.121], [12.594, 11.646, 13.543], [13.133, 12.573, 14.413], [12.346, 13.695, 14.426], [11.254, 13.400, 13.611], [11.368, 12.110, 13.056], [10.468, 11.283, 11.935], [10.276, 14.339, 13.306], [9.427, 14.235, 12.196], [8.597, 15.274, 11.944], [8.448, 16.309, 12.824], [9.257, 16.301, 13.946], [10.193, 15.368, 14.180], [13.023, 10.297, 12.059], [12.512, 9.459, 13.534], [14.182, 10.208, 13.416], [13.947, 12.377, 15.103], [12.349, 14.638, 14.951], [9.496, 13.411, 11.519], [7.886, 15.348, 11.099], [7.729, 17.108, 12.735], [9.193, 17.179, 14.598]], "mulliken_charge": [0.73, -0.61, 0.06, -0.30, 0.14, 0.00, -0.31, -0.64, -0.39, -0.49, -0.22, -0.43, 0.33, 0.53, -0.53, -0.40, -0.53, -0.54, -0.28, 0.11, 0.40, 0.40, 0.39, 0.33, 0.45, 0.58, 0.27, 0.32, 0.27, 0.25, -0.47, 0.23, -0.23, -0.58, -0.33, -0.59, -0.46, -0.56, 0.74, -0.30, 0.64, 0.34, 0.35, 0.33, -0.91, 0.32, -0.53, -0.42, 0.52, -0.41, -0.22, 0.24, 0.15, -0.65, -0.25, -0.70, -0.37, 0.41, 0.24, 0.31, 0.39, 0.45, 0.25, 0.40, 0.47, 0.34]}

=====

Record 4
{"formula": "C4H9P3", "method": "ωB97M-V with the def2-TZVPD basis set", "homo_energy_ev": -8.58, "smiles": "C=CP1=P(C)=P=1C", "molar_mass_g_mol": 150.04, "spin_multiplicity": 1, "gap_ev": 9.39, "relative_energy_kj_mol": 46.0, "elements": ["C", "C", "P", "P", "C", "P", "C", "H", "H", "H", "H", "H", "H", "H", "H", "H"], "xyz": [[-0.970, 3.066, -1.478], [0.100, 2.525, -0.974], [-0.011, 1.179, 0.234], [-0.867, -0.423, -0.943], [-1.342, -1.574, 0.462], [1.352, -0.214, -0.791], [1.979, -1.160, 0.639], [-0.892, 3.788, -2.312], [-1.894, 2.798, -0.832], [1.018, 2.817, -1.366], [-0.441, -2.245, 0.730], [-2.199, -2.222, 0.033], [-1.787, -0.889, 1.305], [1.668, -2.279, 0.688], [1.877, -0.645, 1.706], [3.033, -1.293, 0.600]], "mulliken_charge": [-0.53, -0.27, -0.16, 0.07, -0.76, 0.04, -1.00, 0.26, 0.20, 0.43, 0.16, 0.30, 0.28, 0.29, 0.31, 0.38]}

=====

Record 5
{"formula": "C42H51AsClCsF5IN3O2PS", "method": "ωB97M-V with the def2-TZVPD basis set", "homo_energy_ev": -2.34, "molar_mass_g_mol": 1158.10, "spin_multiplicity": 1, "gap_ev": 5.64, "relative_energy_kj_mol": 69.9, "total_charge": -2, "elements": ["Cs", "Cl", "C", "C", "C", "I", "C", "O", "C", "N", "C", "C", "C", "C", "H", "H", "H", "H", "C", "C", "C", "C", "C", "C", "C", "C", "C", "C", "C", "C", "N", "C", "C", "C", "C", "C", "N", "C", "C", "C", "C", "H", "H", "H", "H", "H", "H", "H", "H", "H", "H", "H", "H", "H", "H", "H", "H", "H", "H", "H", "H", "H", "H", "H", "H", "H", "H", "H", "H", "H", "C", "P", "C", "C", "O", "H", "H", "H", "H", "H", "H", "H", "H", "H", "F", "C", "C", "C", "F", "C", "F", "C", "F", "C", "F", "C", "As", "C", "C", "S", "H", "H", "H", "H", "H", "H", "H", "H", "H"], "xyz": [[-1.474, 0.252, 0.473], [-6.970, 5.794, -1.828], [-5.649, 4.878, -1.122], [-4.928, 5.422, -0.097], [-3.862, 4.729, 0.482], [-2.752, 5.626, 2.002], [-3.451, 3.446, 0.064], [-2.494, 2.794, 0.542], [-4.265, 2.878, -1.027], [-3.906, 1.641, -1.439], [-4.553, 1.088, -2.436], [-5.619, 1.720, -3.100], [-6.012, 2.963, -2.690], [-5.335, 3.591, -1.622], [-5.184, 6.408, 0.270], [-4.211, 0.109, -2.754], [-6.112, 1.218, -3.923], [-6.830, 3.479, -3.175], [8.808, -0.604, -1.629], [7.313, -0.628, -1.331], [6.811, 0.775, -0.979], [6.469, -1.218, -2.447], [6.949, -1.324, -3.745], [6.171, -1.874, -4.756], [4.900, -2.330, -4.462], [4.377, -2.243, -3.174], [2.983, -2.768, -2.890], [1.964, -2.305, -3.928], [2.981, -4.296, -2.798], [5.164, -1.679, -2.154], [4.653, -1.547, -0.856], [4.588, -2.618, -0.139], [4.017, -2.783, 1.154], [4.015, -4.015, 1.841], [3.361, -3.783, 3.044], [2.985, -2.418, 3.018], [3.383, -1.815, 1.891], [2.338, -1.632, 4.147], [1.570, -2.546, 5.101], [1.395, -0.568, 3.590], [3.465, -0.932, 4.927], [9.356, -0.268, -0.746], [9.047, 0.088, -2.441], [9.180, -1.592, -1.906], [7.150, -1.255, -0.450], [6.860, 1.430, -1.858], [7.414, 1.221, -0.184], [5.783, 0.698, -0.639], [7.952, -0.986, -3.975], [6.562, -1.953, -5.764], [4.293, -2.765, -5.248], [2.680, -2.374, -1.918], [2.130, -2.783, -4.897], [1.988, -1.226, -4.068], [0.951, -2.559, -3.606], [3.338, -4.736, -3.734], [1.970, -4.668, -2.612], [3.625, -4.646, -1.992], [5.011, -3.549, -0.546], [4.427, -4.947, 1.477], [3.152, -4.498, 3.826], [0.800, -3.105, 4.567], [1.078, -1.951, 5.875], [2.236, -3.260, 5.592], [0.401, -0.954, 3.348], [1.845, -0.138, 2.699], [1.230, 0.231, 4.321], [4.177, -1.667, 5.312], [3.059, -0.359, 5.767], [4.004, -0.253, 4.264], [1.860, 4.288, 0.033], [1.367, 2.620, 0.524], [0.451, 2.838, 2.050], [2.894, 1.755, 0.890], [0.573, 1.957, -0.559], [2.472, 4.767, 0.799], [0.961, 4.882, -0.133], [2.429, 4.224, -0.896], [0.971, 3.541, 2.703], [0.329, 1.905, 2.603], [-0.542, 3.228, 1.808], [3.380, 2.167, 1.776], [3.564, 1.855, 0.038], [2.718, 0.687, 1.046], [-1.119, 1.573, 4.736], [-1.933, 0.465, 4.809], [-2.247, -0.239, 3.679], [-3.058, -1.315, 3.897], [-3.445, -2.111, 2.836], [-3.546, -1.705, 5.134], [-4.352, -2.783, 5.303], [-3.193, -0.956, 6.242], [-3.646, -1.299, 7.471], [-2.373, 0.148, 6.083], [-2.036, 0.873, 7.179], [-1.109, 3.071, -2.819], [-0.416, 1.650, -3.913], [-0.370, 2.457, -5.676], [1.447, 1.377, -3.495], [-1.410, -0.188, -3.952], [-0.496, 3.955, -3.002], [-1.042, 2.787, -1.774], [-2.143, 3.265, -3.103], [0.274, 3.337, -5.664], [-1.382, 2.744, -5.959], [0.008, 1.720, -6.381], [1.979, 2.327, -3.428], [1.879, 0.750, -4.275], [1.487, 0.883, -2.525]], "mulliken_charge": [1.58, -0.33, 0.51, -0.46, -0.35, -0.04, -0.07, -0.12, -0.15, -0.01, -0.49, -0.69, -0.83, 0.40, 0.39, 0.45, 0.40, 0.38, -1.96, 1.13, -0.96, 0.56, -0.27, -1.37, -0.39, 0.14, 0.92, -1.39, -1.57, -0.33, 0.09, 0.17, -0.12, -1.46, -0.71, -0.28, -0.15, 2.94, -2.11, -0.55, -1.98, 0.47, 0.32, 0.42, 0.19, 0.26, 0.40, 0.04, 0.25, 0.36, 0.28, 0.46, 0.30, 0.03, 0.49, 0.33, 0.41, 0.31, 0.30, 0.40, 0.37, 0.41, 0.42, 0.41, 0.16, -0.73, 0.43, 0.44, 0.40, 0.38, -1.46, 1.16, -0.09, -0.72, -0.95, 0.41, 0.38, 0.33, 0.43, -0.42, -0.12, 0.43, 0.14, -0.14, -0.43, 0.31, -0.46, 0.55, -0.39, -0.09, -0.34, 0.87, -0.36, -0.35, -0.35, -0.64, 0.80, -1.23, -1.04, -0.53, 0.46, -0.08, 0.30, 0.40, 0.35, 0.35, 0.45, 0.39, 0.10]}